Record 1
One molecule with the formula C18H16F2N4O3 in a non-equilibrium geometry. Source: the Open Molecules 2025 dataset; level of theory: ωB97M-V/def2-TZVPD.

```
43
Properties=species:S:1:pos:R:3:mulliken_charge:R:1
O 2.07 -0.87 -1.68 -0.445
C 1.89 0.11 -1.15 0.404
C 0.42 0.81 -1.23 -0.622
O -0.02 1.54 0.09 -0.533
C -0.35 0.72 1.03 -0.297
C -1.84 0.24 1.28 0.557
O -2.02 -0.72 1.82 -0.521
N -2.63 0.94 0.53 0.101
N -3.89 0.92 -0.15 -0.628
C -4.51 -0.18 0.57 -0.209
C -5.99 -0.47 0.25 0.548
C -6.58 0.82 -0.61 -0.636
C -8.04 0.53 -0.76 -0.464
C -8.66 -0.51 -0.26 0.378
F -10.04 -0.64 -0.61 -0.319
C -8.11 -1.31 0.45 0.020
C -6.80 -1.34 0.67 -0.223
N 2.74 0.97 -0.42 0.295
N 3.96 0.71 -0.16 -0.568
C 4.63 -0.39 -0.75 -1.125
C 5.96 -0.37 -0.23 1.184
C 6.69 -1.46 -0.62 -0.784
C 8.11 -1.41 -0.62 -0.600
C 8.65 -0.44 0.21 0.557
F 10.04 -0.47 0.63 -0.313
C 8.01 0.54 0.82 -0.820
C 6.57 0.87 0.55 -0.721
H -0.54 -0.05 -1.06 0.274
H 0.14 1.33 -2.00 0.593
H -0.34 1.54 2.07 0.259
H 0.49 -0.17 1.43 0.162
H -2.18 1.74 -0.10 0.311
H -4.20 -0.95 1.50 0.123
H -5.99 1.46 -1.16 0.468
H -8.41 1.48 -1.48 0.161
H -8.74 -2.34 0.89 0.187
H -6.27 -2.00 1.46 0.194
H 2.14 1.64 0.13 0.372
H 4.25 -1.16 -1.19 0.697
H 6.24 -2.11 -1.29 0.388
H 8.72 -2.26 -1.02 0.377
H 8.49 1.13 1.34 0.661
H 5.93 1.57 0.82 0.555
```

Kohn-Sham gap (Ha): 0.279
Net charge: 0
Spin multiplicity: 1
Lowest unoccupied orbital energy (eV): -0.520
Strongest force on any atom (eV/A): 15.30
SMILES string: O=C(COCC(=O)N/N=C/c1ccc(F)cc1)N/N=C/c1ccc(F)cc1

Record 2
C18H16HfIN5O7 as an isolated structure in a non-equilibrium geometry. Source: the Open Molecules 2025 dataset; level of theory: ωB97M-V/def2-TZVPD.

```
48
Properties=species:S:1:pos:R:3:mulliken_charge:R:1
C 1.64 2.77 -0.17 -0.696
C 2.57 1.27 -0.97 -0.327
H 1.43 3.55 -0.92 0.567
H 2.56 3.05 0.37 0.603
H 0.91 2.56 0.66 0.250
H 2.10 0.70 -1.84 0.431
H 3.34 1.89 -1.46 0.585
H 3.01 0.69 -0.14 0.373
C -2.79 1.37 -1.67 -0.129
C -3.97 1.17 -2.39 -0.883
C -4.05 0.09 -3.27 -0.480
C -2.95 -0.74 -3.40 -0.990
H -2.67 2.21 -0.99 0.470
H -4.80 1.87 -2.24 0.421
H -4.96 -0.10 -3.84 0.463
H -2.95 -1.59 -4.08 0.375
N -1.73 0.56 -1.78 0.015
C -1.79 -0.50 -2.63 1.008
C -0.60 -1.37 -2.67 0.910
N 0.48 -0.97 -1.92 0.255
C 1.48 -1.85 -1.72 0.260
C 0.48 -3.47 -3.18 -0.483
C 1.53 -3.09 -2.34 -0.952
H 2.26 -1.54 -1.02 0.230
H 2.39 -3.73 -2.16 0.436
C -0.60 -2.60 -3.34 -1.116
H -1.46 -2.86 -3.95 0.372
H 0.49 -4.44 -3.69 0.466
Hf 0.45 1.15 -0.83 0.104
I 0.39 2.60 -3.27 -0.067
O -0.89 0.72 6.70 -0.538
N 0.10 0.15 6.21 0.949
O 1.02 -0.33 6.91 -0.536
C 0.22 0.05 4.77 -0.636
C -0.77 0.63 3.95 -0.644
C -0.59 0.61 2.57 -0.146
C 0.52 -0.10 2.01 1.134
O 0.81 -0.04 0.73 -0.462
C 1.45 -0.73 2.86 -0.268
C 1.35 -0.59 4.23 -0.312
N 2.66 -1.29 2.23 0.942
O 3.75 -0.91 2.71 -0.516
O 2.56 -2.07 1.28 -0.519
N -1.42 1.42 1.73 0.948
O -2.50 1.84 2.12 -0.467
O -0.97 1.81 0.54 -0.661
H -1.63 1.13 4.38 0.641
H 2.13 -0.97 4.89 0.619
```

Kohn-Sham gap (alpha / beta) (Ha): 0.234 / 0.234
Relative energy (zero: lowest compared OMol25 entry of this formula, charge and spin) (kJ/mol): 277.95
Net charge: +2
Spin multiplicity: 1
Lowest unoccupied orbital energy (alpha / beta) (eV): -8.817 / -8.816
Strongest force on any atom (eV/A): 9.97

Record 3
One molecule with the formula C18H16N2O6S. Source: the Open Molecules 2025 dataset; level of theory: ωB97M-V/def2-TZVPD.

```
43
Properties=species:S:1:pos:R:3:mulliken_charge:R:1
C 2.15 5.18 2.41 -0.680
O 2.11 3.81 2.05 -0.285
C 3.22 3.32 1.47 0.549
O 4.20 3.99 1.26 -0.614
C 3.10 1.89 1.13 0.173
C 4.14 1.27 0.45 -0.869
C 4.05 -0.06 0.11 -0.806
C 2.94 -0.82 0.44 0.934
C 2.81 -2.25 0.03 -1.476
C 1.89 -0.20 1.14 0.293
N 0.76 -0.95 1.50 -0.104
C -0.52 -0.75 1.16 0.531
O -1.40 -1.52 1.47 -0.683
C -0.84 0.50 0.32 -1.073
N -1.80 0.07 -0.66 -0.010
C -3.13 -0.07 -0.33 0.607
O -3.70 0.58 0.51 -0.650
C -3.75 -1.11 -1.19 0.285
C -5.09 -1.45 -1.18 -0.625
C -5.52 -2.48 -2.01 -0.516
C -4.63 -3.15 -2.83 -0.433
C -3.28 -2.80 -2.85 -0.706
C -2.87 -1.79 -2.02 0.372
S -1.26 -1.06 -1.82 1.108
O -0.87 -0.35 -3.00 -0.637
O -0.27 -1.91 -1.23 -0.602
C 1.98 1.14 1.48 -0.348
H 1.19 5.41 2.86 0.226
H 2.31 5.80 1.52 0.299
H 2.96 5.37 3.11 0.299
H 5.01 1.86 0.19 0.489
H 4.86 -0.53 -0.43 0.382
H 3.63 -2.54 -0.63 0.388
H 2.84 -2.91 0.91 0.370
H 1.86 -2.41 -0.48 0.210
H 0.95 -1.88 1.88 0.266
H 0.04 0.88 -0.20 0.597
H -1.30 1.27 0.94 0.372
H -5.77 -0.93 -0.53 0.505
H -6.56 -2.77 -2.01 0.398
H -4.98 -3.95 -3.47 0.398
H -2.58 -3.31 -3.49 0.469
H 1.17 1.61 2.03 0.598
```

Kohn-Sham gap (Ha): 0.331
Relative energy (zero: lowest compared OMol25 entry of this formula, charge and spin) (kJ/mol): 30.49
Net charge: 0
Spin multiplicity: 1
Lowest unoccupied orbital energy (eV): -0.109
Strongest force on any atom (eV/A): 0.86
SMILES string: COC(=O)c1ccc(C)c(NC(=O)CN2C(=O)c3ccccc3S2(=O)=O)c1

Record 4
One molecule with the formula C18H16N4O3S in a non-equilibrium geometry. Source: the Open Molecules 2025 dataset; level of theory: ωB97M-V/def2-TZVPD.

```
42
Properties=species:S:1:pos:R:3:mulliken_charge:R:1
C 4.19 -2.57 -1.46 -1.015
C 3.21 -1.50 -1.91 -0.753
N 2.77 -0.69 -0.81 0.187
C 3.46 0.35 -0.20 0.183
C 4.69 0.90 -0.55 -0.566
C 5.17 1.95 0.22 -0.584
C 4.45 2.45 1.30 -0.600
C 3.22 1.91 1.65 -0.564
C 2.73 0.86 0.89 -0.043
C 1.53 0.07 0.96 0.892
N 0.49 0.06 1.76 -0.867
N -0.45 -0.82 1.52 -0.272
C -0.34 -1.67 0.52 0.354
S -1.60 -2.85 0.28 -0.195
C -2.85 -2.27 1.51 -0.738
C -3.93 -1.51 0.84 0.629
C -5.16 -1.90 0.39 -0.851
C -5.75 -0.77 -0.20 -0.249
C -4.82 0.24 -0.08 0.222
C -4.92 1.63 -0.52 0.264
O -5.88 2.10 -1.08 -0.615
O -3.81 2.33 -0.23 -0.231
C -3.82 3.69 -0.62 -0.670
O -3.72 -0.21 0.55 -0.197
N 0.68 -1.77 -0.35 -0.495
C 1.62 -0.87 -0.12 0.794
H 3.72 -3.23 -0.74 0.311
H 4.51 -3.16 -2.32 0.364
H 5.07 -2.12 -1.00 0.303
H 3.67 -0.85 -2.66 0.372
H 2.32 -1.96 -2.34 0.389
H 5.26 0.52 -1.38 0.364
H 6.12 2.39 -0.03 0.398
H 4.85 3.26 1.87 0.381
H 2.65 2.29 2.48 0.505
H -3.25 -3.16 1.99 0.489
H -2.29 -1.64 2.21 0.288
H -5.59 -2.88 0.48 0.481
H -6.71 -0.69 -0.66 0.518
H -2.87 4.11 -0.30 0.216
H -4.65 4.22 -0.14 0.300
H -3.94 3.78 -1.71 0.300
```

Kohn-Sham gap (Ha): 0.300
Relative energy (zero: lowest compared OMol25 entry of this formula, charge and spin) (kJ/mol): 221.29
Net charge: 0
Spin multiplicity: 1
Lowest unoccupied orbital energy (eV): -0.122
Strongest force on any atom (eV/A): 1.21
SMILES string: CCn1c2ccccc2c2nnc(SCc3ccc(C(=O)OC)o3)nc21

Record 5
One molecule with the formula C18H16O5S in a non-equilibrium geometry. Source: the Open Molecules 2025 dataset; level of theory: ωB97M-V/def2-TZVPD.

```
40
Properties=species:S:1:pos:R:3:mulliken_charge:R:1
C -1.67 -2.81 1.51 -1.308
C -0.26 -2.36 1.08 0.388
O 0.67 -2.54 1.83 -0.675
C 0.02 -1.52 -0.18 -1.329
C 1.24 -0.52 -0.16 0.252
C 0.72 0.64 0.61 -0.235
C 1.14 0.75 1.93 1.345
O 1.84 -0.29 2.52 -0.684
C 0.43 1.69 2.79 0.322
C 0.42 1.52 4.17 -0.884
C -0.13 2.53 4.95 -0.464
C -0.64 3.74 4.38 -0.624
C -0.40 3.95 2.99 -0.504
C -0.01 2.93 2.17 0.366
O -0.06 3.23 0.85 -0.532
S -0.44 1.84 -0.04 1.419
O -0.45 2.22 -1.48 -0.664
O -1.77 1.35 0.27 -0.683
C 1.78 -0.12 -1.59 -0.589
C 3.02 0.55 -1.75 -0.139
C 3.40 1.07 -2.98 -0.955
C 2.55 0.83 -4.03 -0.341
C 1.30 0.23 -3.84 -0.744
C 0.89 -0.14 -2.62 -0.071
H -1.61 -3.41 2.36 0.402
H -2.32 -1.91 1.75 0.261
H -2.06 -3.38 0.65 0.354
H 0.01 -2.18 -0.88 1.123
H -0.84 -0.88 -0.50 0.461
H 2.05 -1.02 0.36 1.165
H 1.68 -1.10 2.07 0.265
H 1.03 0.90 4.72 0.433
H 0.05 2.58 5.99 0.375
H -0.91 4.63 4.85 0.415
H -0.64 4.91 2.59 0.430
H 3.63 0.74 -0.86 0.366
H 4.34 1.52 -3.15 0.462
H 2.82 1.25 -5.02 0.322
H 0.52 0.29 -4.57 0.351
H -0.15 -0.57 -2.59 0.148
```

Kohn-Sham gap (Ha): 0.313
Relative energy (zero: lowest compared OMol25 entry of this formula, charge and spin) (kJ/mol): 224.08
Net charge: 0
Spin multiplicity: 1
Lowest unoccupied orbital energy (eV): -0.214
Strongest force on any atom (eV/A): 5.90
SMILES string: CC(=O)C[C@H](C1=C(O)c2ccccc2OS1(=O)=O)c1ccccc1

Record 6
C18H17BBrClCuFIN3OPS2 as an isolated structure in a non-equilibrium geometry. Source: the Open Molecules 2025 dataset; level of theory: ωB97M-V/def2-TZVPD.

```
48
Properties=species:S:1:pos:R:3:mulliken_spin:R:1
C -0.02 -3.99 4.01 0.028
C -0.29 -3.45 2.98 -0.010
C -0.38 -2.53 1.92 0.024
C -1.56 -1.83 1.71 0.030
C -1.75 -0.91 0.71 0.000
B -3.19 -0.22 0.60 -0.024
O -3.96 -0.29 1.75 0.005
N -3.67 0.41 -0.59 0.202
C -4.18 -0.58 -1.57 -0.004
C -4.72 1.42 -0.35 -0.004
C -0.64 -0.63 -0.11 0.070
C 0.58 -1.31 0.12 0.041
C 0.72 -2.29 1.11 0.003
C 2.01 -3.03 1.30 0.006
C 1.91 -4.44 0.72 -0.001
F 1.46 -4.34 -0.58 0.000
S 1.88 -0.95 -0.98 0.062
C 1.64 0.80 -1.14 0.035
C 2.72 1.67 -1.20 0.008
S 4.31 0.86 -1.14 0.002
C 2.48 3.05 -1.28 0.000
P 3.86 4.30 -1.26 0.000
N 3.53 5.47 -0.27 0.000
C 1.17 3.49 -1.34 0.002
Cl 0.82 5.15 -1.48 0.001
C 0.10 2.60 -1.30 -0.015
Br -1.66 3.19 -1.43 0.001
C 0.34 1.24 -1.19 -0.001
N -0.72 0.30 -1.15 0.276
I -1.09 -0.54 -3.00 0.214
H 0.05 -4.44 4.97 -0.001
H -2.39 -2.02 2.37 0.002
H -3.67 0.37 2.39 0.000
H -3.45 -1.38 -1.69 0.005
H -4.36 -0.11 -2.53 0.008
H -5.10 -1.05 -1.23 0.019
H -4.56 1.96 0.57 0.001
H -5.70 0.94 -0.29 0.013
H -4.77 2.12 -1.17 0.005
H 2.85 -2.50 0.88 -0.001
H 2.18 -3.11 2.37 0.000
H 1.23 -5.03 1.31 0.000
H 2.89 -4.89 0.73 0.000
H 5.16 1.72 -1.71 0.000
H 4.08 4.64 -2.61 0.000
H 5.01 3.60 -0.86 0.000
H 4.26 5.50 0.44 0.000
Cu 4.77 0.59 1.08 0.000
```

Kohn-Sham gap (alpha / beta) (Ha): 0.229 / 0.153
Net charge: +2
Spin multiplicity: 2
Lowest unoccupied orbital energy (alpha / beta) (eV): -7.819 / -9.775
Strongest force on any atom (eV/A): 1.90

Record 7
C18H17BF4I2MoN4O as an isolated structure. Source: the Open Molecules 2025 dataset; level of theory: ωB97M-V/def2-TZVPD.

```
48
Properties=species:S:1:pos:R:3:mulliken_charge:R:1
Mo -0.57 -0.49 -0.15 1.172
I 6.22 2.65 0.94 0.209
C 4.36 1.99 0.31 -0.493
C 4.20 1.55 -1.01 -0.072
C 2.96 1.09 -1.44 -0.471
I 2.69 0.38 -3.37 0.104
C 1.90 1.10 -0.54 0.472
O 0.68 0.60 -0.87 -0.462
C 2.05 1.53 0.78 0.681
C 0.83 1.53 1.67 -1.083
N 0.17 0.18 1.74 0.027
C 1.04 -0.86 2.38 -0.919
C 1.71 -1.73 1.36 0.908
C 2.86 -2.43 1.65 -1.053
C 3.39 -3.27 0.68 -0.371
C 2.76 -3.38 -0.55 -0.919
C 1.61 -2.64 -0.77 -0.403
N 1.09 -1.84 0.17 0.432
C 3.29 1.97 1.20 -0.792
H 5.03 1.56 -1.69 0.409
H 1.09 1.85 2.67 0.532
H 0.07 2.21 1.27 0.316
H -0.64 0.31 2.34 0.380
H 1.78 -0.38 3.02 0.432
H 0.40 -1.48 3.02 0.518
H 3.34 -2.33 2.61 0.504
H 4.30 -3.83 0.88 0.464
H 3.14 -4.02 -1.34 0.462
H 1.08 -2.69 -1.71 0.620
H 3.42 2.32 2.21 0.469
N -5.85 2.72 -1.28 -0.416
C -4.72 2.07 -1.00 1.084
C -4.53 1.39 0.22 -0.720
C -3.36 0.74 0.46 -0.575
N -2.34 0.69 -0.43 0.158
C -2.52 1.34 -1.61 -0.505
C -3.65 2.02 -1.93 -0.648
H -6.61 2.74 -0.62 0.213
H -5.98 3.20 -2.15 0.212
H -5.31 1.38 0.97 0.368
H -3.22 0.19 1.38 0.469
H -1.69 1.30 -2.31 0.512
H -3.72 2.52 -2.88 0.375
F -1.65 -1.74 0.64 -0.609
B -2.79 -3.03 -1.73 0.459
F -1.47 -3.15 -1.84 -0.129
F -3.27 -1.79 -1.78 -0.157
F -3.56 -4.06 -1.57 -0.161
```

Kohn-Sham gap (alpha / beta) (Ha): 0.234 / 0.232
Net charge: +2
Spin multiplicity: 1
Lowest unoccupied orbital energy (alpha / beta) (eV): -7.438 / -7.485
Strongest force on any atom (eV/A): 0.44

Record 8
C18H17Cl7CrN2O3SSi as an isolated structure. Source: the Open Molecules 2025 dataset; level of theory: ωB97M-V/def2-TZVPD.

```
50
Properties=species:S:1:pos:R:3:mulliken_spin:R:1
Cr -0.56 -0.24 0.51 1.203
Cl 3.93 -0.12 6.01 0.000
C 3.17 -0.18 4.45 -0.001
C 1.79 -0.22 4.36 0.003
C 1.21 -0.27 3.11 0.011
Cl -0.52 -0.31 2.95 -0.005
C 1.94 -0.28 1.90 -0.010
O 1.37 -0.33 0.74 -0.022
C 3.34 -0.25 2.07 0.007
Cl 4.33 -0.27 0.64 0.000
C 3.95 -0.20 3.31 0.000
H 1.17 -0.21 5.25 0.000
H 5.02 -0.17 3.38 0.000
Cl -6.37 -0.16 -2.81 0.000
C -4.68 -0.21 -2.45 0.001
C -3.74 -0.27 -3.47 -0.004
Cl -4.26 -0.30 -5.12 0.000
C -2.38 -0.31 -3.17 0.002
Cl -1.19 -0.35 -4.44 0.000
C -1.93 -0.30 -1.85 0.022
O -0.68 -0.32 -1.47 0.017
C -2.90 -0.22 -0.82 -0.002
O -2.42 -0.18 0.42 -0.036
C -4.25 -0.18 -1.12 -0.015
Cl -5.38 -0.08 0.19 0.000
C -1.01 2.89 -1.11 -0.009
Si -0.51 2.16 0.55 -0.148
C -1.71 2.90 1.82 -0.007
C 1.20 2.85 0.97 -0.009
H -0.97 3.98 -1.08 -0.003
H -2.03 2.60 -1.38 0.001
H -0.35 2.53 -1.91 0.000
H -1.72 3.99 1.75 -0.002
H -1.43 2.63 2.84 0.000
H -2.72 2.53 1.65 0.001
H 1.19 3.94 0.93 -0.002
H 1.95 2.48 0.28 0.001
H 1.51 2.56 1.98 0.001
S -0.49 -3.12 0.60 0.002
C 0.58 -3.05 -0.69 0.000
N 0.23 -2.98 -1.99 0.000
C 1.35 -2.52 -2.81 0.001
C 2.53 -2.54 -1.83 -0.001
N 1.92 -3.01 -0.59 0.000
H -0.71 -2.70 -2.19 0.000
H 1.14 -1.51 -3.17 0.000
H 1.51 -3.18 -3.66 0.000
H 2.95 -1.54 -1.68 0.001
H 3.33 -3.21 -2.15 0.000
H 2.30 -2.73 0.30 0.000
```

Kohn-Sham gap (alpha / beta) (Ha): 0.260 / 0.250
Relative energy (zero: lowest compared OMol25 entry of this formula, charge and spin) (kJ/mol): 0.00
Net charge: -1
Spin multiplicity: 2
Lowest unoccupied orbital energy (alpha / beta) (eV): 2.389 / 2.390
Strongest force on any atom (eV/A): 0.44

Repeat the fifth record exactly.
One molecule with the formula C18H16O5S in a non-equilibrium geometry. Source: the Open Molecules 2025 dataset; level of theory: ωB97M-V/def2-TZVPD.

```
40
Properties=species:S:1:pos:R:3:mulliken_charge:R:1
C -1.67 -2.81 1.51 -1.308
C -0.26 -2.36 1.08 0.388
O 0.67 -2.54 1.83 -0.675
C 0.02 -1.52 -0.18 -1.329
C 1.24 -0.52 -0.16 0.252
C 0.72 0.64 0.61 -0.235
C 1.14 0.75 1.93 1.345
O 1.84 -0.29 2.52 -0.684
C 0.43 1.69 2.79 0.322
C 0.42 1.52 4.17 -0.884
C -0.13 2.53 4.95 -0.464
C -0.64 3.74 4.38 -0.624
C -0.40 3.95 2.99 -0.504
C -0.01 2.93 2.17 0.366
O -0.06 3.23 0.85 -0.532
S -0.44 1.84 -0.04 1.419
O -0.45 2.22 -1.48 -0.664
O -1.77 1.35 0.27 -0.683
C 1.78 -0.12 -1.59 -0.589
C 3.02 0.55 -1.75 -0.139
C 3.40 1.07 -2.98 -0.955
C 2.55 0.83 -4.03 -0.341
C 1.30 0.23 -3.84 -0.744
C 0.89 -0.14 -2.62 -0.071
H -1.61 -3.41 2.36 0.402
H -2.32 -1.91 1.75 0.261
H -2.06 -3.38 0.65 0.354
H 0.01 -2.18 -0.88 1.123
H -0.84 -0.88 -0.50 0.461
H 2.05 -1.02 0.36 1.165
H 1.68 -1.10 2.07 0.265
H 1.03 0.90 4.72 0.433
H 0.05 2.58 5.99 0.375
H -0.91 4.63 4.85 0.415
H -0.64 4.91 2.59 0.430
H 3.63 0.74 -0.86 0.366
H 4.34 1.52 -3.15 0.462
H 2.82 1.25 -5.02 0.322
H 0.52 0.29 -4.57 0.351
H -0.15 -0.57 -2.59 0.148
```

Kohn-Sham gap (Ha): 0.313
Relative energy (zero: lowest compared OMol25 entry of this formula, charge and spin) (kJ/mol): 224.08
Net charge: 0
Spin multiplicity: 1
Lowest unoccupied orbital energy (eV): -0.214
Strongest force on any atom (eV/A): 5.90
SMILES string: CC(=O)C[C@H](C1=C(O)c2ccccc2OS1(=O)=O)c1ccccc1